Below is an isolated molecule of C4H11NS in a non-equilibrium geometry, with properties calculated with the ωB97M-V functional and the def2-TZVPD basis.

Each line ends with the Löwdin charge.
Cartesian coordinates (Å):
1 C -1.26799 1.10666 -0.02298  -0.0840
2 C -0.45385 0.17923 0.89359  -0.4518
3 N 0.22650 1.19927 1.70829  0.0085
4 C 0.62011 -0.56330 0.03366  -0.2851
5 C 0.19443 -1.24054 -1.19640  -0.5480
6 S 1.14308 -0.65849 -2.72036  0.6460
7 H -0.64730 1.93279 -0.46182  0.1004
8 H -1.77805 0.43674 -0.74382  0.0560
9 H -1.91047 1.44211 0.87144  0.1000
10 H -1.07140 -0.49017 1.55587  0.1468
11 H 1.10101 0.88788 2.07221  0.0595
12 H -0.27048 1.27195 2.55526  0.0502
13 H 1.07362 -1.25183 0.64652  0.0790
14 H 1.26170 0.28656 -0.27113  0.1020
15 H -0.87655 -0.99454 -1.56916  0.0753
16 H 0.33542 -2.33848 -1.07947  0.0794
17 H 2.32024 -1.20583 -2.27170  -0.1343

- 2S+1: 1
- Total charge: 0
- SMILES string: C[C@H](N)CCS
- Relative energy (zero: lowest compared OMol25 entry of this formula, charge and spin): 1.4170 eV
- E_tot: -611.89005 a.u.

---

Below is an isolated molecule of C4H11NS in a non-equilibrium geometry, with properties calculated with the ωB97M-V functional and the def2-TZVPD basis.

Each line ends with the Löwdin charge.
Cartesian coordinates (Å):
1 C -1.40920 1.17155 -0.96187  -0.0903
2 C -0.74976 -0.00768 -0.24856  -0.4520
3 N -0.52889 -1.08958 -1.21886  0.0336
4 C 0.55677 0.49650 0.41293  -0.2647
5 C 1.65158 -0.49443 0.72614  -0.5552
6 S 1.34433 -1.36887 2.30711  0.6853
7 H -0.83613 1.48298 -1.83448  0.0770
8 H -1.51774 2.02967 -0.29615  0.0746
9 H -2.43204 0.94802 -1.25824  0.0722
10 H -1.51903 -0.38490 0.43052  0.1309
11 H 0.40556 -1.11849 -1.59481  0.0610
12 H -0.78067 -1.97675 -0.80968  0.0698
13 H 0.93117 1.20620 -0.33605  0.1140
14 H 0.34851 1.08798 1.26178  0.0898
15 H 1.80659 -1.23532 -0.05034  0.0500
16 H 2.56847 0.06612 0.88332  0.0613
17 H 0.16047 -0.81301 2.58723  -0.1575

- 2S+1: 1
- Total charge: 0
- SMILES string: C[C@@H](N)CCS
- Relative energy (zero: lowest compared OMol25 entry of this formula, charge and spin): 0.3113 eV
- E_tot: -611.93068 a.u.

---

Below is an isolated molecule of C4H11NS in a non-equilibrium geometry, with properties calculated with the ωB97M-V functional and the def2-TZVPD basis.

Each line ends with the Löwdin charge.
Cartesian coordinates (Å):
1 C 1.91481 -0.08823 1.44228  -0.1311
2 N 1.66638 -0.92803 0.26158  -0.1390
3 C 0.26417 -0.92447 -0.16140  -0.2516
4 C -0.21068 0.37573 -0.80483  -0.2668
5 C -1.65620 0.81966 -0.44762  -0.5701
6 S -2.86822 0.26949 -1.67232  0.7009
7 H 1.08526 -0.24529 2.12050  0.0734
8 H 1.91344 0.98304 1.18621  0.0675
9 H 2.88310 -0.32422 1.86378  0.0691
10 H 2.23504 -0.57684 -0.50160  0.0971
11 H -0.33240 -1.13466 0.72169  0.1028
12 H 0.16028 -1.76865 -0.84220  0.1124
13 H -0.14455 0.30446 -1.88054  0.0838
14 H 0.41574 1.24418 -0.57492  0.0983
15 H -1.65871 1.89622 -0.36884  0.0539
16 H -1.94025 0.45253 0.53446  0.0659
17 H -3.72720 -0.35491 -0.87623  -0.1665

- 2S+1: 1
- Total charge: 0
- SMILES string: CNCCCS
- Relative energy (zero: lowest compared OMol25 entry of this formula, charge and spin): 0.7282 eV
- E_tot: -611.91536 a.u.

---

Below is a cluster of 2 separate species, C4H11NS in total in a non-equilibrium geometry, with properties calculated with the ωB97M-V functional and the def2-TZVPD basis.

Each line ends with the Löwdin charge.
Cartesian coordinates (Å):
1 C 2.12187 0.65472 -1.10892  -0.1671
2 C 0.51794 0.57809 -0.63567  -0.5630
3 S -0.27335 2.25977 -1.04847  0.6466
4 H 2.60166 -0.39439 -1.08546  0.0682
5 H 2.27043 0.98318 -2.16682  0.0617
6 H 2.81886 1.25956 -0.45571  0.0751
7 H 0.07712 -0.30409 -1.28235  0.0639
8 H 0.35584 0.37605 0.40892  0.0046
9 C -1.21431 -2.01259 1.65293  -0.1285
10 C -0.11368 -2.00011 2.40543  0.1603
11 N -1.17301 -1.94307 0.28302  0.2435
12 H -2.24071 -2.17260 2.17071  0.1853
13 H -0.25199 -2.08400 3.52669  0.1280
14 H 0.92896 -2.14129 2.08163  0.1151
15 H -0.30683 -2.24990 -0.14886  0.1480
16 H 0.50552 2.77008 -2.02032  -0.1515
17 H -2.04500 -1.91802 -0.11675  0.1097

- 2S+1: 2
- Total charge: +1
- Relative energy (zero: lowest compared OMol25 entry of this formula, charge and spin): 1.7368 eV
- E_tot: -611.56456 a.u.
- Expectation value of S²: 0.7673

---

Below is an isolated molecule of C4H11NS2 in a non-equilibrium geometry, with properties calculated with the ωB97M-V functional and the def2-TZVPD basis.

Each line ends with the Löwdin charge.
Cartesian coordinates (Å):
1 C -3.34655 -0.36271 1.13560  -0.1748
2 C -2.07305 -0.41147 0.21910  -0.6001
3 S -0.63103 -0.46286 1.34750  0.5407
4 S 0.62583 -1.42873 -0.09069  0.5221
5 C 1.26180 -0.16736 -1.12690  -0.6060
6 C 2.07162 0.84569 -0.27437  -0.3438
7 N 3.49022 0.31688 0.01488  -0.0051
8 H -3.13471 0.08109 2.14484  0.0647
9 H -4.05798 0.32731 0.63221  0.0721
10 H -3.78327 -1.33338 1.26129  0.0540
11 H -1.96775 -1.34824 -0.40371  0.0597
12 H -1.97201 0.50956 -0.30761  0.0382
13 H 1.84948 -0.36624 -2.11415  0.1279
14 H 0.32508 0.34261 -1.33600  0.0328
15 H 2.01772 1.86897 -0.75226  0.1174
16 H 1.55489 0.91956 0.67259  0.0280
17 H 3.68589 -0.38191 -0.66436  0.0244
18 H 4.08385 1.05122 -0.35795  0.0479

- 2S+1: 1
- Total charge: 0
- SMILES string: CCSSCCN
- Relative energy (zero: lowest compared OMol25 entry of this formula, charge and spin): 1.3927 eV
- E_tot: -1010.08720 a.u.

---

Below is an isolated molecule of C4H11NS2 in a non-equilibrium geometry, with properties calculated with the ωB97M-V functional and the def2-TZVPD basis.

Each line ends with the Löwdin charge.
Cartesian coordinates (Å):
1 C -1.35438 -2.63872 -1.84215  -0.4787
2 S -0.90111 -0.95912 -2.34716  0.4137
3 S -1.66275 0.14892 -0.83561  0.4739
4 C -0.43814 -0.04361 0.48654  -0.5270
5 C 0.27074 1.30492 0.83615  -0.5288
6 C 1.46020 0.97906 1.74847  -0.0829
7 N 0.74662 2.00336 -0.32689  0.0167
8 H -1.17277 -2.78512 -0.77977  0.0223
9 H -2.41842 -2.81733 -2.00333  0.0271
10 H -0.76149 -3.33365 -2.44196  0.0291
11 H -0.83942 -0.45276 1.41278  0.0736
12 H 0.36879 -0.65786 0.08651  0.0589
13 H -0.37840 1.97833 1.38467  0.1289
14 H 1.15959 0.44227 2.65792  0.0766
15 H 1.83915 1.92942 2.11738  0.0740
16 H 2.22082 0.37768 1.24899  0.0787
17 H 1.62485 1.73586 -0.72499  0.0753
18 H 0.23611 2.78836 -0.67756  0.0686

- 2S+1: 1
- Total charge: 0
- SMILES string: CSSC[C@@H](C)N
- Relative energy (zero: lowest compared OMol25 entry of this formula, charge and spin): 0.3602 eV
- E_tot: -1010.12515 a.u.

---

Below is an isolated molecule of C4H11NS2, with properties calculated with the ωB97M-V functional and the def2-TZVPD basis.

Each line ends with the Löwdin charge.
Cartesian coordinates (Å):
1 C 1.70250 1.19595 -1.65963  -0.1024
2 C 1.37717 0.40844 -0.40828  -0.3151
3 N 0.03329 0.67480 0.06246  -0.1022
4 C -0.38712 -0.12083 1.19285  -0.3340
5 C -1.91104 -0.26139 1.23616  -0.5538
6 S -2.59452 -1.10228 -0.22038  0.4131
7 S -1.82503 -2.99649 -0.08122  0.3074
8 H 1.65783 2.27593 -1.48458  0.0702
9 H 2.73796 0.98371 -1.97147  0.0747
10 H 1.02940 0.91895 -2.46699  0.0714
11 H 1.44685 -0.66335 -0.62201  0.1083
12 H 2.14946 0.58573 0.36187  0.1120
13 H -0.11654 1.65285 0.27785  0.1163
14 H -0.04277 0.33703 2.13786  0.1179
15 H 0.05671 -1.12067 1.15031  0.0875
16 H -2.35270 0.73011 1.11390  0.0631
17 H -2.26692 -0.70464 2.16176  0.0700
18 H -0.69452 -2.79385 -0.78047  -0.2045

- 2S+1: 1
- Total charge: 0
- SMILES string: CCNCCSS
- Relative energy (zero: lowest compared OMol25 entry of this formula, charge and spin): 0.3510 eV
- E_tot: -1010.12548 a.u.

---

Below is an isolated molecule of C4H11NSi3 in a non-equilibrium geometry, with properties calculated with the ωB97M-V functional and the def2-TZVPD basis.

Each line ends with the Löwdin charge.
Cartesian coordinates (Å):
1 Si -1.42063 -2.27016 0.39370  0.4343
2 Si -0.39734 -1.41229 -1.50822  0.3079
3 Si 1.21268 0.21716 -1.40648  0.4784
4 N 0.91231 1.19005 -0.01246  -0.2713
5 C 1.16602 2.57592 0.17272  -0.1632
6 C 0.69544 3.01773 1.36101  -0.1298
7 C 0.36576 1.87679 2.09590  -0.1110
8 C 0.50346 0.81690 1.22785  -0.2356
9 H -2.87719 -2.41560 0.33005  -0.1289
10 H -1.23484 -1.20319 1.38564  -0.1367
11 H -1.04175 -3.69215 0.72943  -0.1027
12 H -1.48312 -1.40494 -2.62560  -0.0870
13 H 0.48028 -2.48458 -1.88312  -0.1450
14 H 1.24623 1.23814 -2.46560  -0.0508
15 H 2.47612 -0.45430 -1.28376  -0.0714
16 H 1.35644 3.16547 -0.75254  0.1059
17 H 0.52748 4.05213 1.75245  0.1178
18 H 0.27691 1.88078 3.21456  0.1166
19 H 0.50309 -0.25704 1.50323  0.0725

- 2S+1: 1
- Total charge: 0
- SMILES string: [SiH3][SiH2][SiH2]n1cccc1
- Relative energy (zero: lowest compared OMol25 entry of this formula, charge and spin): 0.0000 eV
- E_tot: -1082.16592 a.u.

---

Below is a cluster of 2 separate species, C4H11O in total in a non-equilibrium geometry, with properties calculated with the ωB97M-V functional and the def2-TZVPD basis.

Each line ends with the Löwdin charge.
Cartesian coordinates (Å):
1 C 0.27964 -1.17501 2.93739  -0.5588
2 O -0.05123 -2.42510 3.12477  -0.4635
3 H -0.18053 -1.04232 1.90979  0.0252
4 H 0.04183 -0.54758 3.74132  0.0002
5 H 1.40531 -1.13504 2.60632  0.0265
6 C -0.35182 -0.59619 -1.70778  -0.1267
7 C -0.30504 0.97508 -1.84662  -0.3271
8 C 0.11114 1.55894 -0.51772  -0.1649
9 H 0.60940 -0.85127 -1.30300  0.0536
10 H -0.33283 -1.26108 -2.53155  0.0230
11 H -1.25802 -1.08472 -1.19103  0.1021
12 H -1.20838 1.47074 -2.14339  0.0694
13 H 0.49977 1.22587 -2.63233  0.1086
14 H 0.65127 0.79079 0.16300  0.0819
15 H 0.93960 2.34652 -0.59096  0.0814
16 H -0.85011 1.75038 -0.01821  0.0694

- 2S+1: 1
- Total charge: -1
- Relative energy (zero: lowest compared OMol25 entry of this formula, charge and spin): 2.0607 eV
- E_tot: -234.13552 a.u.

---

Below is a structure of composition C4H11O2V in a non-equilibrium geometry, with properties calculated with the ωB97M-V functional and the def2-TZVPD basis.

Each line ends with the Löwdin charge.
Cartesian coordinates (Å):
1 C -2.38955 1.50971 -0.22664  -0.3258
2 H -1.51754 2.11549 0.08952  -0.0466
3 H -2.59129 0.82533 0.61941  -0.0419
4 H -2.09241 0.86311 -1.07172  -0.0434
5 V -4.04728 2.77612 -0.54757  0.5519
6 O -2.95462 4.49169 -1.13172  -0.2035
7 H -2.18834 4.34592 -1.74178  0.1385
8 C -5.15157 3.82190 2.18139  -0.0884
9 O -4.15761 3.95284 1.17955  -0.3699
10 C -3.71029 5.28379 0.97198  -0.1959
11 C -2.54094 5.21743 0.02413  -0.2088
12 H -5.41440 2.76021 2.24549  0.0880
13 H -4.75523 4.16289 3.14858  0.0997
14 H -6.04450 4.41064 1.92215  0.0993
15 H -3.38837 5.72989 1.92534  0.1413
16 H -4.52781 5.89866 0.56175  0.1401
17 H -1.70462 4.68329 0.50055  0.1325
18 H -2.22544 6.23375 -0.24663  0.1329

- 2S+1: 5
- Total charge: 0
- Relative energy (zero: lowest compared OMol25 entry of this formula, charge and spin): 1.3406 eV
- E_tot: -1253.30939 a.u.
- Expectation value of S²: 6.0134

---

Below is a cluster of 2 separate species, C4H11O3 in total in a non-equilibrium geometry, with properties calculated with the ωB97M-V functional and the def2-TZVPD basis.

Each line ends with the Löwdin charge.
Cartesian coordinates (Å):
1 C 1.23438 -1.54367 -0.55674  -0.3347
2 O 0.85820 -1.96147 0.69501  -0.1190
3 C 1.84507 -0.15414 -0.40002  -0.1854
4 C 1.12927 1.10071 0.17275  -0.1892
5 C 1.28414 1.18753 1.75785  -0.4549
6 O 1.35241 -0.02769 2.41980  -0.3672
7 H 0.35874 -1.53913 -1.18909  0.0983
8 H 1.92827 -2.17755 -0.89888  0.0550
9 H 2.11487 0.24922 -1.44200  0.1095
10 H 2.72138 -0.26396 0.24660  0.1091
11 H 0.17496 1.26556 -0.01684  0.0306
12 H 1.63479 2.06148 0.03219  0.0824
13 H 2.20707 1.75356 1.93613  0.0539
14 H 0.48257 1.80089 2.32123  0.0875
15 H 1.20237 -1.23808 1.31598  0.0241
16 H -7.07353 -0.40015 -2.85743  0.0226
17 H -6.29765 0.14131 -1.62526  0.0585
18 O -7.15733 -0.25443 -1.91129  -0.0811

- 2S+1: 1
- Total charge: -1
- Relative energy (zero: lowest compared OMol25 entry of this formula, charge and spin): 2.3250 eV
- E_tot: -384.66818 a.u.

---

Below is a cluster of 2 separate species, C4H11O3 in total in a non-equilibrium geometry, with properties calculated with the ωB97M-V functional and the def2-TZVPD basis.

Each line ends with the Löwdin charge.
Cartesian coordinates (Å):
1 C 0.56294 -1.40088 -0.75302  -0.2015
2 C -0.28370 -1.22518 0.51447  -0.2185
3 C 0.17930 0.02616 1.29470  -0.4000
4 O 0.18922 1.19810 0.56993  -0.3099
5 C 0.22819 -0.36730 -1.83021  -0.2617
6 O 1.27960 0.63807 -1.87099  -0.1580
7 H 1.58901 -1.16694 -0.49247  0.1009
8 H 0.50092 -2.42904 -1.13150  0.0935
9 H -0.22657 -2.11471 1.14550  0.0861
10 H -1.34749 -1.19382 0.23018  0.1026
11 H -0.47799 0.12687 2.17665  0.0943
12 H 1.20764 -0.23545 1.61762  0.0948
13 H -0.65939 0.24747 -1.66688  0.1092
14 H 0.29352 -0.76891 -2.83555  0.0923
15 H 1.13425 1.10019 -1.01206  0.0416
16 H -0.99273 1.87233 0.96642  -0.0163
17 H -1.46884 3.30888 1.47302  -0.0255
18 O -1.70788 2.38415 1.60420  -0.2240

- 2S+1: 1
- Total charge: -1
- Relative energy (zero: lowest compared OMol25 entry of this formula, charge and spin): 0.4606 eV
- E_tot: -384.73669 a.u.